Record 1
{"formula": "C43H92Br4N9O25", "method": "the ωB97M-V functional and the def2-TZVPD basis", "e_tot_ha": -14362.40038, "total_charge": -1, "fmax_ha_per_bohr": 0.164, "species": ["C", "C", "C", "C", "C", "C", "N", "O", "C", "C", "C", "H", "H", "H", "H", "H", "H", "H", "H", "H", "H", "H", "H", "H", "H", "H", "H", "H", "H", "C", "C", "C", "O", "C", "C", "C", "O", "O", "O", "H", "H", "C", "N", "O", "O", "H", "H", "H", "C", "N", "O", "O", "H", "H", "H", "C", "N", "O", "O", "H", "H", "H", "C", "N", "O", "O", "H", "H", "H", "C", "N", "O", "O", "H", "H", "H", "C", "N", "O", "O", "H", "H", "H", "C", "N", "O", "O", "H", "H", "H", "C", "N", "O", "O", "H", "H", "H", "Br", "C", "C", "Br", "H", "H", "H", "H", "Br", "C", "C", "Br", "H", "H", "H", "H", "C", "C", "O", "C", "C", "H", "H", "H", "H", "H", "H", "H", "H", "H", "H", "C", "C", "O", "C", "C", "H", "H", "H", "H", "H", "H", "H", "H", "H", "H", "C", "C", "O", "C", "C", "H", "H", "H", "H", "H", "H", "H", "H", "H", "H", "C", "C", "O", "C", "C", "H", "H", "H", "H", "H", "H", "H", "H", "H", "H"], "coordinates": [[1.886, 0.052, 1.513], [1.186, -0.063, 0.196], [0.610, -1.546, 0.147], [-0.583, -1.719, -0.764], [-1.721, -0.806, -0.445], [-1.294, 0.674, -0.683], [0.039, 0.975, 0.131], [0.471, 2.298, 0.341], [-2.408, 1.479, 0.013], [-1.152, 1.145, -2.179], [2.115, 0.179, -1.012], [1.301, 0.054, 2.433], [2.488, 0.960, 1.542], [2.599, -0.742, 1.735], [0.328, -1.846, 1.156], [1.362, -2.301, -0.085], [-0.970, -2.737, -0.706], [-0.375, -1.512, -1.814], [-2.012, -1.028, 0.582], [-2.592, -1.013, -1.067], [-2.471, 2.565, -0.052], [-2.455, 1.230, 1.073], [-3.376, 1.154, -0.369], [-2.109, 0.993, -2.678], [-0.490, 0.501, -2.757], [-0.829, 2.185, -2.156], [2.502, 1.182, -0.830], [1.713, 0.088, -2.021], [2.960, -0.509, -1.011], [-2.934, -0.489, 5.786], [-2.938, -1.838, 5.545], [-1.969, -2.482, 4.558], [-1.778, -3.774, 4.477], [-1.211, -1.730, 3.770], [-1.264, -0.247, 3.825], [-1.994, 0.385, 5.144], [-1.725, 1.474, 5.637], [-0.894, 0.567, 2.945], [-3.815, -2.520, 6.289], [-3.553, -0.008, 6.528], [-0.505, -2.113, 3.048], [1.063, -5.483, 3.334], [0.671, -5.487, 1.958], [0.741, -4.423, 1.353], [0.357, -6.480, 1.370], [0.299, -6.017, 3.899], [1.238, -4.445, 3.618], [1.984, -6.063, 3.382], [1.253, -0.421, -5.384], [1.105, -1.525, -6.368], [0.247, -1.448, -7.236], [1.928, -2.477, -6.227], [1.825, 0.337, -5.919], [1.806, -0.921, -4.589], [0.281, -0.038, -5.071], [-0.011, 3.682, 3.620], [-0.554, 4.922, 2.977], [-0.753, 5.895, 3.682], [-0.689, 4.898, 1.760], [-0.094, 2.800, 2.985], [-0.533, 3.342, 4.514], [1.046, 3.848, 3.829], [-3.822, 1.068, -5.811], [-3.202, -0.342, -5.700], [-1.987, -0.433, -5.551], [-3.948, -1.313, -5.723], [-3.337, 1.750, -5.113], [-4.867, 0.960, -5.524], [-3.814, 1.540, -6.794], [-3.063, -4.599, -4.634], [-3.033, -3.816, -3.410], [-2.340, -2.826, -3.484], [-3.707, -4.250, -2.449], [-3.619, -3.968, -5.327], [-3.585, -5.513, -4.349], [-2.057, -4.810, -4.997], [3.302, 4.456, -2.155], [2.793, 3.188, -2.580], [1.655, 2.822, -2.401], [3.581, 2.471, -3.113], [2.783, 4.646, -1.215], [3.093, 5.093, -3.014], [4.391, 4.414, -2.120], [-4.998, -0.295, 2.687], [-5.743, 0.878, 2.007], [-6.658, 1.475, 2.548], [-5.557, 1.139, 0.835], [-4.302, -0.582, 1.898], [-5.677, -1.128, 2.869], [-4.659, -0.012, 3.683], [-1.087, 5.547, -1.383], [-0.728, 6.628, -2.359], [-1.621, 7.408, -2.682], [0.320, 6.480, -3.096], [-0.268, 5.489, -0.665], [-1.171, 4.572, -1.862], [-2.018, 5.837, -0.897], [3.981, -6.161, 0.202], [3.654, -4.676, -1.149], [2.314, -4.777, -1.791], [2.053, -3.306, -3.079], [4.479, -4.628, -1.861], [3.610, -3.725, -0.618], [1.451, -4.871, -1.132], [2.256, -5.627, -2.472], [3.468, -1.690, 6.272], [2.006, -0.985, 5.157], [2.004, 0.522, 5.161], [3.574, 1.166, 4.179], [1.124, -1.414, 5.631], [2.089, -1.541, 4.223], [2.041, 0.949, 6.163], [1.062, 0.914, 4.778], [-4.391, -3.828, 1.358], [-5.799, -4.102, 1.044], [-6.549, -2.917, 1.341], [-7.861, -2.937, 0.687], [-8.476, -1.586, 1.019], [-4.173, -2.773, 1.195], [-4.033, -3.914, 2.384], [-3.784, -4.458, 0.706], [-5.807, -4.402, -0.004], [-6.209, -4.965, 1.568], [-7.810, -2.944, -0.402], [-8.447, -3.832, 0.895], [-8.501, -1.459, 2.102], [-9.439, -1.401, 0.543], [-7.776, -0.862, 0.601], [6.967, 2.602, -1.140], [5.823, 1.636, -0.934], [4.794, 2.203, -0.144], [5.114, 2.590, 1.188], [3.941, 3.478, 1.585], [7.643, 2.772, -0.303], [7.591, 2.189, -1.933], [6.564, 3.558, -1.475], [5.354, 1.331, -1.869], [6.134, 0.786, -0.327], [5.233, 1.756, 1.879], [6.015, 3.202, 1.145], [4.031, 3.746, 2.638], [3.006, 2.921, 1.520], [3.876, 4.366, 0.957], [6.653, -0.690, 4.631], [7.208, -2.073, 4.260], [6.523, -2.641, 3.142], [6.667, -2.077, 1.876], [5.543, -2.652, 1.015], [5.591, -0.638, 4.393], [6.754, -0.349, 5.661], [7.027, 0.041, 3.914], [8.268, -1.973, 4.023], [7.258, -2.638, 5.190], [6.778, -0.994, 1.817], [7.574, -2.462, 1.408], [4.637, -2.388, 1.560], [5.609, -3.733, 0.892], [5.410, -2.202, 0.031], [-4.173, 4.027, -2.219], [-3.691, 4.363, -3.630], [-2.528, 3.584, -3.888], [-1.779, 3.927, -4.978], [-0.604, 2.994, -4.918], [-4.742, 4.846, -1.779], [-4.714, 3.087, -2.110], [-3.287, 3.902, -1.596], [-4.465, 4.210, -4.383], [-3.537, 5.440, -3.693], [-2.298, 3.541, -5.855], [-1.451, 4.956, -5.125], [0.184, 3.080, -5.666], [-0.959, 1.965, -4.873], [-0.058, 3.053, -3.976]]}



Record 2
{"formula": "C5H8O", "method": "the ωB97M-V functional and the def2-TZVPD basis", "smiles": "CC#CCCO", "e_tot_ha": -270.48539, "de_lowest_kj_mol": 190.3, "total_charge": 0, "fmax_ha_per_bohr": 0.010, "species": ["C", "C", "C", "C", "C", "O", "H", "H", "H", "H", "H", "H", "H", "H"], "coordinates": [[2.700, 0.363, -0.198], [1.355, -0.202, -0.244], [0.215, -0.565, -0.375], [-1.226, -0.700, -0.613], [-2.003, -0.140, 0.584], [-1.620, 1.180, 0.892], [2.731, 1.200, 0.510], [3.447, -0.383, 0.097], [2.959, 0.765, -1.186], [-1.391, -0.061, -1.485], [-1.563, -1.722, -0.861], [-3.076, -0.110, 0.345], [-1.858, -0.815, 1.445], [-0.669, 1.189, 1.089]]}



Record 3
{"formula": "C22H25ClN2OPSZr", "method": "the ωB97M-V functional and the def2-TZVPD basis", "e_tot_ha": -2283.82674, "de_lowest_kj_mol": 0.0, "total_charge": 3, "fmax_ha_per_bohr": 0.137, "species": ["Zr", "Cl", "C", "O", "P", "C", "C", "C", "C", "C", "C", "C", "C", "H", "H", "H", "H", "H", "C", "C", "C", "C", "C", "H", "H", "H", "H", "H", "C", "C", "C", "C", "C", "H", "H", "H", "H", "H", "H", "H", "C", "N", "C", "S", "N", "C", "H", "H", "H", "H", "H", "H", "H", "H"], "coordinates": [[0.434, 0.226, -1.155], [-1.338, 1.521, -2.124], [-0.588, 0.318, 0.845], [-1.048, 0.622, 1.873], [-0.548, -2.162, -0.346], [0.560, -3.370, -1.173], [-0.864, -3.047, 1.224], [-2.171, -2.390, -1.183], [-2.153, -3.431, 1.641], [-2.327, -4.143, 2.835], [-1.226, -4.421, 3.654], [0.045, -3.957, 3.289], [0.225, -3.254, 2.091], [-3.033, -3.155, 1.052], [-3.335, -4.440, 3.138], [-1.370, -4.963, 4.597], [0.891, -4.115, 3.960], [1.208, -2.846, 1.838], [1.471, -2.880, -2.121], [2.356, -3.756, -2.755], [2.359, -5.118, -2.423], [1.468, -5.608, -1.457], [0.572, -4.736, -0.830], [1.514, -1.805, -2.389], [3.061, -3.374, -3.500], [3.062, -5.804, -2.908], [1.461, -6.666, -1.176], [-0.096, -5.111, -0.051], [-2.372, -3.385, -2.155], [-3.592, -3.474, -2.835], [-4.609, -2.545, -2.573], [-4.408, -1.534, -1.622], [-3.205, -1.480, -0.906], [-1.566, -4.079, -2.398], [-3.742, -4.257, -3.588], [-5.556, -2.600, -3.116], [-5.183, -0.781, -1.435], [-3.048, -0.707, -0.143], [1.547, 0.364, -2.843], [0.690, 0.374, -2.952], [2.950, 4.093, 1.398], [2.838, 2.632, 1.229], [2.246, 1.993, 0.213], [2.844, 0.497, -0.386], [1.016, 2.451, -0.330], [0.091, 3.254, 0.533], [2.624, 4.663, 0.514], [4.002, 4.328, 1.584], [2.352, 4.373, 2.281], [3.590, 2.104, 1.689], [1.209, 3.073, -1.120], [0.348, 4.317, 0.441], [-0.901, 3.090, 0.127], [0.149, 2.908, 1.571]]}



Record 4
{"formula": "C10H21F3N", "method": "the ωB97M-V functional and the def2-TZVPD basis", "e_tot_ha": -747.43608, "de_lowest_kj_mol": 178.5, "total_charge": 1, "fmax_ha_per_bohr": 0.098, "species": ["C", "C", "C", "C", "C", "C", "C", "C", "C", "C", "N", "F", "F", "F", "H", "H", "H", "H", "H", "H", "H", "H", "H", "H", "H", "H", "H", "H", "H", "H", "H", "H", "H", "H", "H"], "coordinates": [[4.081, 2.552, -1.218], [-2.855, -2.004, 1.493], [-3.654, -0.198, 0.002], [-1.270, -1.692, -1.281], [3.203, 1.372, -1.168], [1.777, 1.596, -0.705], [0.999, 0.187, -0.851], [-0.468, 0.399, -0.286], [-1.151, -0.949, 0.047], [-2.543, -0.984, 0.508], [0.539, -0.683, 2.638], [0.030, 0.372, 3.348], [1.829, -0.534, 2.567], [0.336, -1.685, 3.523], [3.583, 3.552, -1.511], [4.527, 2.827, -0.307], [4.925, 2.320, -1.781], [-1.946, -2.641, 1.529], [-2.967, -1.461, 2.439], [-3.815, -2.571, 1.342], [-4.644, -0.502, 0.295], [-3.590, 0.180, -1.038], [-3.633, 0.836, 0.566], [-1.725, -1.160, -2.092], [-1.995, -2.555, -1.160], [-0.243, -2.166, -1.415], [3.678, 0.554, -0.576], [3.117, 0.886, -2.142], [1.846, 2.087, 0.351], [1.460, 2.358, -1.495], [1.457, -0.604, -0.274], [0.954, -0.110, -1.898], [-0.973, 1.065, -0.830], [-0.321, 0.923, 0.634], [-0.546, -1.566, 0.743]]}